No. 1
Below is C5H7FN4O as an isolated structure, with properties calculated with wB97M-V/def2-TZVPD.

Structure (XYZ):
```
18
Properties=species:S:1:pos:R:3:nbo_charge:R:1
C 1.9826 0.8439 0.3811 0.412
C -0.2385 0.9978 0.6599 0.459
C -2.8079 0.1690 0.0724 0.935
C -0.7929 -1.4308 -0.1704 -0.280
C 0.0456 -0.4856 0.6421 0.480
N -1.4095 1.4022 0.3907 -0.528
N -2.1732 -0.8981 -0.3037 -0.628
N 1.6797 -0.4226 0.2274 -0.507
N 0.9522 1.6806 0.5789 -0.542
O -3.8076 0.6301 0.3405 -0.329
F 0.0577 -0.9380 1.8818 -0.266
H 3.0230 1.1041 0.0666 0.305
H -0.3511 -1.5851 -1.2187 0.281
H -0.8359 -2.4641 0.4156 0.313
H -1.4540 2.4002 0.4588 0.431
H -2.9079 -1.5391 -0.6910 0.486
H 2.3598 -1.2280 0.1459 0.500
H 0.9962 2.6685 0.4983 0.477
```

Its gap between HOMO and LUMO is 10.1 eV. Its spin multiplicity is 1. The HOMO energy is -19.685 eV. The net charge is +2.



No. 2
Below is an isolated ion of composition CH5N2O3S and charge -1, with properties calculated with wB97M-V/def2-TZVPD.

Structure (XYZ):
```
12
Properties=species:S:1:pos:R:3:nbo_charge:R:1
C 1.1279 0.9117 -0.2381 -0.471
N 0.4585 -0.1730 -0.7841 -0.438
N 0.7528 -1.4427 -0.1138 -0.712
S -1.3659 0.0421 0.0725 2.374
O -1.8816 1.3549 -0.4224 -1.003
O -0.9779 -0.0297 1.4649 -1.020
O -2.1735 -1.0680 -0.3653 -1.003
H 0.4312 1.7363 -0.5553 0.232
H 1.0980 0.8554 0.9056 0.177
H 2.0904 1.1899 -0.5754 0.175
H -0.0487 -1.9879 -0.3234 0.351
H 0.4889 -1.3890 0.9350 0.338
```

The SMILES is CN(N)S(=O)(=O)[O-]. Its gap between HOMO and LUMO is 8.8 eV. Its spin multiplicity is 1. The value obtained for the energy above the lowest of the compared OMol25 structures with the same formula, charge and spin is 124.75 kJ/mol. The HOMO energy is -4.518 eV. The net charge is -1.



No. 3
Below is C28H24FeN7OS as an isolated structure, with properties calculated with wB97M-V/def2-TZVPD.

Structure (XYZ):
```
62
Properties=species:S:1:pos:R:3:mulliken_spin:R:1
Fe -0.6300 0.2148 0.6298 3.793
C -0.8808 -4.1496 1.6827 -0.004
C 0.4216 -4.4102 2.0779 0.005
C 1.2486 -3.3511 2.4083 -0.002
C 0.7508 -2.0609 2.3112 0.000
N -0.4853 -1.8022 1.8755 0.026
C -1.2874 -2.8298 1.5930 0.010
C 1.5272 -0.8528 2.7040 0.012
C 2.6785 -0.8795 3.4766 -0.004
C 3.2561 0.3315 3.8255 0.004
C 2.6691 1.5153 3.4116 -0.002
C 1.5206 1.4455 2.6338 0.007
N 0.9887 0.2832 2.2920 0.040
C 0.7576 2.6320 2.1600 0.008
C 1.2665 3.9186 2.2281 -0.003
C 0.4674 4.9776 1.8319 0.003
C -0.8179 4.7159 1.3931 0.000
C -1.2328 3.3969 1.3274 0.014
N -0.4632 2.3681 1.6810 0.008
H -1.5687 -4.9490 1.4451 0.000
H 0.7867 -5.4271 2.1412 0.000
H 2.2616 -3.5277 2.7410 0.000
H -2.2954 -2.5762 1.2872 -0.002
H 3.0980 -1.8120 3.8262 0.000
H 4.1498 0.3522 4.4353 0.000
H 3.0832 2.4664 3.7137 0.000
H 2.2743 4.0953 2.5750 0.000
H 0.8430 5.9915 1.8750 0.000
H -1.4877 5.5106 1.0960 0.000
H -2.2251 3.1547 0.9749 -0.002
S 2.3856 1.5177 -2.5871 0.005
C 3.2995 0.5345 -1.5388 0.004
C 2.5501 0.0812 -0.4854 -0.025
C 1.1828 0.5144 -0.4918 0.092
C 0.9795 1.3067 -1.5877 -0.032
C -0.3295 1.8722 -1.9208 0.008
C -0.5711 2.6815 -3.0317 0.002
C -1.8418 3.1677 -3.2554 0.001
C -2.8660 2.8281 -2.3785 -0.003
C -2.5568 2.0117 -1.3109 0.022
N -1.3229 1.5511 -1.0702 0.020
H 4.3453 0.3545 -1.7425 -0.001
H 2.9943 -0.5295 0.2964 -0.002
H 0.2392 2.9212 -3.7078 0.000
H -2.0386 3.8041 -4.1087 0.000
H -3.8774 3.1814 -2.5209 -0.001
H -3.3252 1.6880 -0.6209 -0.006
C -1.1898 -3.7181 -3.6771 0.000
N -1.4791 -2.8388 -2.5637 0.001
C -2.8087 -2.3591 -2.2185 0.001
C -2.4817 -1.3872 -1.0929 -0.006
O -3.2814 -0.7918 -0.3976 0.007
N -1.1249 -1.3289 -0.9348 -0.014
C -0.5880 -2.1742 -1.8117 0.015
N 0.7354 -2.3453 -1.9040 0.001
H -2.0049 -4.4300 -3.7851 0.000
H -0.2827 -4.2880 -3.4810 0.000
H -1.0773 -3.1708 -4.6152 0.000
H -3.4520 -3.1657 -1.8650 0.000
H -3.3023 -1.8507 -3.0490 0.000
H 1.2900 -1.6140 -1.4657 0.001
H 1.1259 -2.7659 -2.7298 0.000
```

As for the expectation value of S²: 6.0104. Its gap between HOMO and LUMO (spin up / spin down) is 7.4 / 7.4 eV. Its spin multiplicity is 5. The value obtained for the energy above the lowest of the compared OMol25 structures with the same formula, charge and spin is 18.56 kJ/mol. The HOMO energy (spin up / spin down) is -9.965 / -10.133 eV. The net charge is +1.



Copy entry 1 word for word.
Below is C5H7FN4O as an isolated structure, with properties calculated with wB97M-V/def2-TZVPD.

Structure (XYZ):
```
18
Properties=species:S:1:pos:R:3:nbo_charge:R:1
C 1.9826 0.8439 0.3811 0.412
C -0.2385 0.9978 0.6599 0.459
C -2.8079 0.1690 0.0724 0.935
C -0.7929 -1.4308 -0.1704 -0.280
C 0.0456 -0.4856 0.6421 0.480
N -1.4095 1.4022 0.3907 -0.528
N -2.1732 -0.8981 -0.3037 -0.628
N 1.6797 -0.4226 0.2274 -0.507
N 0.9522 1.6806 0.5789 -0.542
O -3.8076 0.6301 0.3405 -0.329
F 0.0577 -0.9380 1.8818 -0.266
H 3.0230 1.1041 0.0666 0.305
H -0.3511 -1.5851 -1.2187 0.281
H -0.8359 -2.4641 0.4156 0.313
H -1.4540 2.4002 0.4588 0.431
H -2.9079 -1.5391 -0.6910 0.486
H 2.3598 -1.2280 0.1459 0.500
H 0.9962 2.6685 0.4983 0.477
```

Its gap between HOMO and LUMO is 10.1 eV. Its spin multiplicity is 1. The HOMO energy is -19.685 eV. The net charge is +2.



Please write out number 1 again, unchanged.
Below is C5H7FN4O as an isolated structure, with properties calculated with wB97M-V/def2-TZVPD.

Structure (XYZ):
```
18
Properties=species:S:1:pos:R:3:nbo_charge:R:1
C 1.9826 0.8439 0.3811 0.412
C -0.2385 0.9978 0.6599 0.459
C -2.8079 0.1690 0.0724 0.935
C -0.7929 -1.4308 -0.1704 -0.280
C 0.0456 -0.4856 0.6421 0.480
N -1.4095 1.4022 0.3907 -0.528
N -2.1732 -0.8981 -0.3037 -0.628
N 1.6797 -0.4226 0.2274 -0.507
N 0.9522 1.6806 0.5789 -0.542
O -3.8076 0.6301 0.3405 -0.329
F 0.0577 -0.9380 1.8818 -0.266
H 3.0230 1.1041 0.0666 0.305
H -0.3511 -1.5851 -1.2187 0.281
H -0.8359 -2.4641 0.4156 0.313
H -1.4540 2.4002 0.4588 0.431
H -2.9079 -1.5391 -0.6910 0.486
H 2.3598 -1.2280 0.1459 0.500
H 0.9962 2.6685 0.4983 0.477
```

Its gap between HOMO and LUMO is 10.1 eV. Its spin multiplicity is 1. The HOMO energy is -19.685 eV. The net charge is +2.



What did the third record say?
Below is C28H24FeN7OS as an isolated structure, with properties calculated with wB97M-V/def2-TZVPD.

Structure (XYZ):
```
62
Properties=species:S:1:pos:R:3:mulliken_spin:R:1
Fe -0.6300 0.2148 0.6298 3.793
C -0.8808 -4.1496 1.6827 -0.004
C 0.4216 -4.4102 2.0779 0.005
C 1.2486 -3.3511 2.4083 -0.002
C 0.7508 -2.0609 2.3112 0.000
N -0.4853 -1.8022 1.8755 0.026
C -1.2874 -2.8298 1.5930 0.010
C 1.5272 -0.8528 2.7040 0.012
C 2.6785 -0.8795 3.4766 -0.004
C 3.2561 0.3315 3.8255 0.004
C 2.6691 1.5153 3.4116 -0.002
C 1.5206 1.4455 2.6338 0.007
N 0.9887 0.2832 2.2920 0.040
C 0.7576 2.6320 2.1600 0.008
C 1.2665 3.9186 2.2281 -0.003
C 0.4674 4.9776 1.8319 0.003
C -0.8179 4.7159 1.3931 0.000
C -1.2328 3.3969 1.3274 0.014
N -0.4632 2.3681 1.6810 0.008
H -1.5687 -4.9490 1.4451 0.000
H 0.7867 -5.4271 2.1412 0.000
H 2.2616 -3.5277 2.7410 0.000
H -2.2954 -2.5762 1.2872 -0.002
H 3.0980 -1.8120 3.8262 0.000
H 4.1498 0.3522 4.4353 0.000
H 3.0832 2.4664 3.7137 0.000
H 2.2743 4.0953 2.5750 0.000
H 0.8430 5.9915 1.8750 0.000
H -1.4877 5.5106 1.0960 0.000
H -2.2251 3.1547 0.9749 -0.002
S 2.3856 1.5177 -2.5871 0.005
C 3.2995 0.5345 -1.5388 0.004
C 2.5501 0.0812 -0.4854 -0.025
C 1.1828 0.5144 -0.4918 0.092
C 0.9795 1.3067 -1.5877 -0.032
C -0.3295 1.8722 -1.9208 0.008
C -0.5711 2.6815 -3.0317 0.002
C -1.8418 3.1677 -3.2554 0.001
C -2.8660 2.8281 -2.3785 -0.003
C -2.5568 2.0117 -1.3109 0.022
N -1.3229 1.5511 -1.0702 0.020
H 4.3453 0.3545 -1.7425 -0.001
H 2.9943 -0.5295 0.2964 -0.002
H 0.2392 2.9212 -3.7078 0.000
H -2.0386 3.8041 -4.1087 0.000
H -3.8774 3.1814 -2.5209 -0.001
H -3.3252 1.6880 -0.6209 -0.006
C -1.1898 -3.7181 -3.6771 0.000
N -1.4791 -2.8388 -2.5637 0.001
C -2.8087 -2.3591 -2.2185 0.001
C -2.4817 -1.3872 -1.0929 -0.006
O -3.2814 -0.7918 -0.3976 0.007
N -1.1249 -1.3289 -0.9348 -0.014
C -0.5880 -2.1742 -1.8117 0.015
N 0.7354 -2.3453 -1.9040 0.001
H -2.0049 -4.4300 -3.7851 0.000
H -0.2827 -4.2880 -3.4810 0.000
H -1.0773 -3.1708 -4.6152 0.000
H -3.4520 -3.1657 -1.8650 0.000
H -3.3023 -1.8507 -3.0490 0.000
H 1.2900 -1.6140 -1.4657 0.001
H 1.1259 -2.7659 -2.7298 0.000
```

As for the expectation value of S²: 6.0104. Its gap between HOMO and LUMO (spin up / spin down) is 7.4 / 7.4 eV. Its spin multiplicity is 5. The value obtained for the energy above the lowest of the compared OMol25 structures with the same formula, charge and spin is 18.56 kJ/mol. The HOMO energy (spin up / spin down) is -9.965 / -10.133 eV. The net charge is +1.



Which value of net charge does entry 3 give? +1